Density functional theory data (ωB97M-V/def2-TZVPD) for 3 unconnected molecules or ions with the total composition C21H43F3O9P2Si2 in a non-equilibrium geometry.

```
80
Properties=species:S:1:pos:R:3:mulliken_charge:R:1
F 3.40694 -6.19808 -1.97699 -0.274
C 4.05857 -5.18921 -2.59828 0.742
F 3.68425 -5.22700 -3.89469 -0.258
F 5.37798 -5.43561 -2.52526 -0.265
C 3.68295 -3.86635 -1.97058 -0.365
C 4.33990 -2.67704 -2.68703 -0.663
Si 3.38137 -1.07807 -2.55782 0.358
O 1.78931 -1.40465 -2.99474 -0.162
Si 0.80979 -1.38399 -1.62944 0.384
C -0.51789 -2.68900 -1.68824 0.575
C -0.88742 -3.38611 -0.54170 -0.379
C -1.90619 -4.32416 -0.59788 -0.584
C -2.56003 -4.55691 -1.79455 -0.464
C -2.18313 -3.88660 -2.94420 -0.552
C -1.16554 -2.94587 -2.89544 -0.460
H 4.01170 -3.88742 -0.93093 0.356
H 2.59197 -3.83702 -1.96158 -0.032
H 5.32917 -2.51063 -2.25220 0.339
H 4.47886 -2.89780 -3.74722 0.390
H 3.39946 -0.48678 -1.20527 -0.121
H 3.95216 -0.05305 -3.45496 -0.193
H 1.67215 -1.63865 -0.45817 -0.125
H 0.15546 -0.05862 -1.59996 -0.206
H -0.37286 -3.17175 0.38776 0.370
H -2.18337 -4.84118 0.31159 0.401
H -3.37278 -5.27059 -1.83156 0.383
H -2.67679 -4.07018 -3.88978 0.381
H -0.89659 -2.40506 -3.79501 0.411
O -5.65739 0.18580 2.25733 -0.743
P -6.27121 -0.97556 1.59104 0.983
O -5.49769 -2.31404 2.05474 -0.225
C -5.30449 -2.57322 3.44339 -0.357
C -6.57536 -3.06034 4.11399 -0.953
O -5.77785 -0.89985 0.05856 -0.347
C -5.09187 0.24256 -0.45393 -0.451
C -3.59295 0.04062 -0.40371 -0.838
O -7.67925 -1.62765 1.15026 -0.342
C -8.91473 -1.31247 1.82125 -0.228
C -9.03388 0.14778 2.20760 -1.116
H -4.92212 -1.68078 3.94485 0.301
H -4.53342 -3.34058 3.50831 0.335
H -7.31677 -2.25792 4.17119 0.180
H -6.37126 -3.39859 5.13019 0.413
H -7.01575 -3.88288 3.54960 0.268
H -5.38585 1.14671 0.07844 0.342
H -5.41472 0.36017 -1.48984 0.358
H -3.26105 -0.20730 0.60499 0.267
H -3.07023 0.94024 -0.73294 0.408
H -3.29894 -0.79027 -1.04852 0.158
H -9.02681 -1.95579 2.69776 0.242
H -9.71227 -1.57718 1.12821 0.314
H -8.31061 0.41230 2.98370 0.342
H -10.02998 0.35882 2.59575 0.396
H -8.84646 0.79154 1.34707 0.306
O 5.27777 3.52090 -0.66791 -0.725
P 4.74332 4.47238 0.32176 1.067
O 4.46957 3.68964 1.70529 -0.324
C 5.50023 2.89042 2.28183 -0.310
C 6.56547 3.73470 2.95587 -0.944
O 3.22082 4.75055 -0.13290 -0.377
C 2.72003 4.28853 -1.38649 -0.504
C 2.00838 2.96246 -1.22891 -0.798
O 4.89148 5.97240 0.89388 -0.339
C 6.12026 6.71764 0.78721 -0.238
C 6.83325 6.51559 -0.53432 -1.099
H 5.94549 2.24262 1.52262 0.269
H 5.01588 2.24814 3.01675 0.342
H 7.14737 4.29080 2.21483 0.181
H 7.25636 3.10761 3.51988 0.414
H 6.10999 4.45697 3.63394 0.266
H 3.51789 4.22080 -2.12548 0.345
H 2.01814 5.04537 -1.74083 0.335
H 2.65516 2.22381 -0.75294 0.174
H 1.68893 2.57021 -2.19616 0.381
H 1.13300 3.07316 -0.58719 0.291
H 6.77470 6.46118 1.62416 0.246
H 5.84997 7.76622 0.90438 0.311
H 7.20938 5.49332 -0.62909 0.330
H 7.68410 7.19155 -0.61507 0.396
H 6.15655 6.69827 -1.37025 0.309
```

Output
Gap between HOMO and LUMO, eV: 10.147
LUMO, eV: 0.727
Charge: 0

Density functional theory data (ωB97M-V/def2-TZVPD) for a molecular structure, C21H43HfN2P3SSe in a non-equilibrium geometry.

```
72
Properties=species:S:1:pos:R:3:mulliken_charge:R:1
Hf 0.29890 0.11096 -0.09394 0.190
P 2.81972 -0.22439 -0.52957 0.956
P -0.43534 1.41448 -2.23521 0.809
P -0.03006 -2.06639 -1.43799 0.816
H -1.31371 -0.30703 2.25251 0.816
C -0.79713 -1.01854 1.58818 -1.190
C 0.62787 -1.17449 1.83959 -0.792
H 1.06822 -0.57224 2.65510 0.012
C 4.07970 0.78972 0.27256 -1.194
C 3.30732 0.02770 -2.27609 -1.365
C 3.55332 -1.87818 -0.22406 -1.349
C -2.23503 1.70637 -2.32024 -1.317
C 0.21021 3.12005 -2.31598 -1.209
C -0.11937 0.82759 -3.93668 -1.402
C 0.20107 -3.61106 -0.48316 -1.441
C 0.91053 -2.47753 -2.94618 -1.407
C -1.74778 -2.25338 -2.04141 -0.811
H -1.39554 -1.91031 1.34456 0.733
H 1.08662 -2.17294 1.78594 0.439
H 4.12416 0.58564 1.34517 0.379
H 3.90645 1.85331 0.10429 0.192
H 5.06027 0.55174 -0.15190 0.631
H 3.03279 1.03366 -2.61190 0.393
H 2.85133 -0.70760 -2.94552 0.311
H 4.39490 -0.07455 -2.35794 0.563
H 3.43037 -2.14680 0.83493 0.390
H 4.63133 -1.83030 -0.44607 0.540
H 3.11037 -2.66302 -0.85414 0.328
H -2.48366 2.36550 -3.15807 0.533
H -2.57558 2.16005 -1.38548 0.413
H -2.76445 0.75608 -2.44371 0.332
H -0.20382 3.62932 -3.18626 0.559
H 1.29789 3.11608 -2.39545 0.353
H -0.06204 3.67074 -1.41610 0.381
H -0.48859 1.57349 -4.65117 0.570
H -0.63693 -0.11702 -4.13227 0.396
H 0.95323 0.68650 -4.10809 0.376
H -0.14887 -4.44205 -1.10967 0.544
H -0.37249 -3.59066 0.44870 0.389
H 1.25906 -3.76039 -0.23634 0.316
H 0.48963 -3.39985 -3.36816 0.539
H 1.96825 -2.64910 -2.72143 0.465
H 0.83222 -1.67836 -3.69034 0.286
H -1.89626 -3.30554 -2.32942 0.547
H -1.92632 -1.59637 -2.90501 0.284
H -2.46881 -1.97866 -1.25397 0.030
C -4.80422 -0.91510 1.63856 0.798
C -4.14952 -1.37816 2.79786 -0.018
C -4.86771 -2.01772 3.81293 -0.696
C -6.25765 -2.15462 3.72041 -0.350
C -6.93393 -1.61859 2.61349 -0.658
C -6.21847 -0.99566 1.58711 -0.593
Se -3.89434 -0.21669 0.11770 0.218
H -2.46941 -0.16740 0.69282 0.188
H -3.07250 -1.24707 2.87884 0.371
H -4.33578 -2.41248 4.68027 0.421
H -6.81068 -2.66944 4.50583 0.454
H -8.02365 -1.69099 2.54843 0.421
H -6.74259 -0.58110 0.72278 0.374
C 2.56765 4.48142 0.78179 -0.734
N 2.57893 3.47430 1.84191 0.218
C 3.54626 3.40072 2.83371 -0.209
C 3.21665 2.37970 3.65716 -0.623
N 2.05903 1.81368 3.14433 0.299
C 1.67567 2.47279 2.01630 0.093
S 0.21960 2.30536 1.10033 -0.487
H 3.42339 4.32392 0.10637 0.347
H 1.62959 4.41170 0.22128 0.155
H 2.64761 5.47347 1.24772 0.390
H 4.36472 4.09812 2.86548 0.535
H 3.67990 2.04940 4.56768 0.458
H 1.56746 1.00819 3.52630 0.290
```

Output
Gap between HOMO and LUMO (spin up / spin down), eV: 2.921 / 2.921
LUMO (spin up / spin down), eV: -15.577 / -15.577
Energy above the lowest of the compared OMol25 structures with the same formula, charge and spin, kcal/mol: 24.90
Charge: +4

Density functional theory data (ωB97M-V/def2-TZVPD) for a molecular structure, C21H43N2OP3Ti in a non-equilibrium geometry.

```
71
Properties=species:S:1:pos:R:3:mulliken_charge:R:1
Ti -0.21642 0.20413 0.62562 -0.475
P 2.00906 -1.05362 2.20352 0.537
P 1.34098 2.24604 0.65830 1.404
P -1.06251 -2.26588 0.45877 0.860
H -0.70140 2.59054 -7.02118 0.267
C -1.51431 1.90653 -6.72874 -0.505
C -2.32328 2.13298 -5.67995 -0.460
H -2.18173 2.97850 -4.99431 0.272
C 3.35304 -2.16370 1.68035 -1.201
C 2.83646 0.25776 3.10139 -1.046
C 0.92855 -1.99503 3.28216 -0.892
C 0.79430 3.35525 -0.68756 -1.302
C 2.07000 3.47541 1.81879 -1.460
C 2.84389 1.53715 -0.14952 -1.252
C -2.18237 -2.34079 -0.98057 -1.193
C -1.82899 -3.40237 1.68524 -1.345
C 0.36994 -3.23841 -0.15503 -1.227
H -1.67941 1.03696 -7.38295 0.272
H -3.20751 1.50202 -5.52784 0.246
H 3.91711 -2.49497 2.56407 0.482
H 4.04863 -1.64444 1.00686 0.421
H 2.96288 -3.05125 1.16742 0.368
H 3.50500 -0.20960 3.83849 0.576
H 2.11835 0.88482 3.63682 0.264
H 3.44365 0.89616 2.44968 0.465
H 1.07056 -3.07268 3.12222 0.457
H -0.12908 -1.73608 3.12792 0.178
H 1.19961 -1.76283 4.32410 0.542
H 1.31956 4.31550 -0.60384 0.457
H -0.28378 3.53448 -0.61882 0.381
H 1.00843 2.91501 -1.66780 0.368
H 2.90432 3.99412 1.31863 0.524
H 2.44044 3.00628 2.74129 0.433
H 1.31322 4.22637 2.08799 0.500
H 3.61921 2.31609 -0.18434 0.557
H 2.59775 1.20324 -1.16954 0.178
H 3.24657 0.67138 0.39442 0.262
H -2.65976 -3.32756 -1.03181 0.558
H -1.61763 -2.17846 -1.90751 0.217
H -2.96719 -1.57589 -0.91007 0.337
H -2.46739 -4.13212 1.16678 0.491
H -2.44220 -2.84021 2.40317 0.422
H -1.05436 -3.95582 2.23433 0.415
H -0.01460 -4.01311 -0.83383 0.560
H 0.90183 -3.73325 0.67070 0.367
H 1.06678 -2.59077 -0.70853 0.341
C 0.12132 0.06984 -2.44723 0.420
C 1.12408 -0.42427 -3.31041 -0.293
C 0.70234 -1.01695 -4.49425 -0.746
C -0.64833 -0.98489 -4.85960 -0.425
C -1.58510 -0.34494 -4.04460 -1.124
C -1.15112 0.40199 -2.95812 -0.297
O 0.28490 0.06090 -1.12780 0.307
H 1.43811 -0.65461 0.85815 0.314
H 2.18047 -0.39021 -3.02752 0.528
H 1.43901 -1.51717 -5.12171 0.504
H -0.97069 -1.39605 -5.81506 0.568
H -2.64217 -0.34563 -4.31718 0.659
H -1.77474 1.12496 -2.42229 0.554
C -0.70127 2.05385 3.64771 -0.793
C -1.80971 1.20041 3.17814 0.193
N -1.88002 0.53625 2.01826 0.588
C -3.15956 -0.04318 1.96544 -0.663
C -3.85633 0.32646 3.07242 -0.738
N -2.99340 1.10592 3.82747 -0.022
H -1.04701 2.58922 4.54279 0.552
H 0.17710 1.44606 3.91773 -0.001
H -0.41846 2.79020 2.87518 0.050
H -3.47415 -0.64727 1.12851 0.548
H -4.86390 0.09798 3.36873 0.436
H -3.18757 1.55324 4.71993 0.257
```

Output
Gap between HOMO and LUMO (spin up / spin down), eV: 3.646 / 3.042
LUMO (spin up / spin down), eV: -14.268 / -14.809
Charge: +4